# 1
Here is a 9-piece molecular cluster, C21H42Br16O3S overall at a distorted geometry from the OMol25 dataset. Energies are from ωB97M-V/def2-TZVPD.

Summary:
* maximum force: 1.8 eV/A
* net charge: 0
* structure (SMILES): O=[SH](=O)C[C@@H]1CCOC1.BrCCBr.BrCCBr.BrCCBr.BrCCBr.BrCCBr.BrCCBr.BrCCBr.BrCCBr
* ΔE to the lowest compared entry with this formula, charge and spin: 0.551 eV

Geometry as XYZ:
```
83
Properties=species:S:1:pos:R:3:forces:R:3
O 6.8703 2.2826 4.1238 0.4 -0.5 0.0
S 6.3770 3.2259 3.1646 0.1 -0.1 0.8
O 5.7350 4.3930 3.6934 -0.3 0.5 -0.4
C 5.3529 2.3409 1.9990 -0.1 0.0 0.3
C 3.8534 2.5396 2.1307 -0.2 -0.4 -0.4
C 3.2176 3.9004 2.2175 -1.6 0.3 0.2
C 1.7978 3.4455 2.5808 0.9 -0.6 0.3
O 2.0400 2.5269 3.6532 -0.5 0.0 0.5
C 3.1143 1.7243 3.2510 1.3 0.7 -0.9
H 7.4251 3.6576 2.4221 -0.1 -0.1 -0.2
H 5.5853 1.2977 2.1807 0.2 -0.2 0.1
H 5.6893 2.5438 0.9907 0.2 0.4 -0.2
H 3.4769 2.1068 1.2051 0.0 0.0 -0.3
H 3.1465 4.4915 1.3090 0.5 0.0 -0.3
H 3.5218 4.5131 3.0520 0.5 0.1 0.0
H 1.3875 2.8593 1.7542 -0.5 0.3 -0.2
H 1.1521 4.2230 2.9512 -0.2 0.1 -0.1
H 3.8334 1.5359 4.0432 -0.4 -0.2 0.5
H 2.7888 0.8108 2.7631 -0.1 -0.4 0.4
Br 1.9559 -0.6994 0.7137 -0.1 0.0 -0.2
C 0.2599 -0.5878 1.6663 0.2 0.0 0.1
C -0.6418 -1.7419 1.3280 -0.1 0.1 0.0
Br -1.4446 -1.5386 -0.4352 0.1 0.0 0.0
H -0.1757 0.3737 1.4159 0.0 0.0 0.0
H 0.5190 -0.6032 2.7229 0.0 0.0 0.0
H -1.4758 -1.7883 2.0247 0.0 0.0 0.0
H -0.1202 -2.6941 1.3256 0.0 0.1 0.0
Br 0.7823 -5.1671 0.4818 0.0 -0.1 0.0
C -0.9818 -5.9928 0.4534 0.1 0.0 -0.1
C -2.0573 -5.0175 0.8414 -0.1 -0.1 0.1
Br -2.0752 -4.6924 2.7637 0.0 0.0 0.0
H -0.9368 -6.8521 1.1140 0.0 0.0 0.0
H -1.1292 -6.3240 -0.5715 0.0 0.0 0.0
H -3.0411 -5.4150 0.6064 0.0 0.0 0.0
H -1.9405 -4.0511 0.3623 0.0 -0.1 -0.1
Br -2.5318 -4.9897 -2.8463 0.0 0.0 0.0
C -4.3354 -5.7140 -2.9787 0.2 0.1 -0.1
C -5.3812 -4.7050 -2.5940 -0.1 0.0 0.1
Br -5.4492 -4.4125 -0.6733 0.0 0.0 0.0
H -4.3554 -6.6005 -2.3540 -0.1 0.0 0.0
H -4.4632 -6.0011 -4.0183 0.0 0.0 0.0
H -6.3650 -5.0710 -2.8757 0.0 0.0 0.0
H -5.2142 -3.7296 -3.0384 0.1 0.0 -0.1
Br -9.2629 -5.3088 -2.8464 0.0 0.0 -0.1
C -9.6094 -6.5169 -4.3350 -0.1 0.1 0.2
C -8.7893 -7.7733 -4.2346 0.1 0.0 -0.1
Br -6.9307 -7.4631 -4.7254 -0.1 0.0 0.0
H -9.4139 -5.9587 -5.2441 0.0 0.0 0.0
H -10.6688 -6.7542 -4.2797 0.0 -0.1 0.0
H -9.1524 -8.5215 -4.9351 0.0 0.0 0.0
H -8.7814 -8.1877 -3.2324 0.0 0.0 0.0
Br 8.0075 3.5779 -0.4046 -0.1 0.0 -0.1
C 7.4144 5.4325 -0.4573 0.0 -0.1 0.2
C 5.9591 5.5459 -0.8211 0.0 0.1 -0.2
Br 5.6681 5.2392 -2.7202 0.0 -0.1 0.1
H 8.0672 5.9421 -1.1580 0.0 0.0 0.0
H 7.5855 5.8213 0.5450 0.0 0.0 0.0
H 5.5996 6.5538 -0.6284 0.0 0.0 0.0
H 5.3359 4.8336 -0.2900 0.0 0.0 0.0
Br 2.9203 5.3817 5.9062 0.0 0.0 0.0
C 1.3148 5.2972 7.0025 0.2 0.0 0.0
C 0.4015 4.1853 6.5624 -0.1 0.0 0.0
Br -0.5434 4.6432 4.9266 -0.2 0.0 0.2
H 0.8417 6.2716 6.9450 -0.1 0.0 0.0
H 1.6632 5.1209 8.0175 0.0 0.0 0.0
H -0.3716 4.0035 7.3055 0.0 0.0 0.0
H 0.9377 3.2638 6.3589 0.0 0.0 0.0
Br -12.1606 -2.9426 -5.5717 0.0 0.0 -0.1
C -13.7644 -4.0403 -5.5360 0.1 0.2 0.1
C -13.4491 -5.4677 -5.1794 -0.1 -0.1 -0.1
Br -12.6338 -6.4313 -6.6615 0.0 0.0 0.0
H -14.2345 -3.9413 -6.5083 0.0 -0.1 0.0
H -14.4049 -3.5993 -4.7759 0.0 0.0 0.0
H -14.3601 -6.0127 -4.9438 0.0 0.0 0.0
H -12.7588 -5.5371 -4.3450 0.0 0.1 0.0
Br 9.9000 7.0592 -3.0523 0.0 0.0 0.1
C 11.5439 7.3338 -2.0460 -0.1 0.0 -0.2
C 12.1931 6.0303 -1.6692 0.1 -0.1 0.2
Br 11.2732 5.1528 -0.1947 0.1 0.1 -0.1
H 11.2862 7.9359 -1.1816 0.0 0.0 0.0
H 12.1936 7.9038 -2.7058 0.0 0.0 0.0
H 13.2073 6.2019 -1.3162 0.0 0.0 0.0
H 12.2096 5.3217 -2.4901 0.0 0.0 0.0
```
Forces are in eV/Å.

# 2
Here is a 7-piece molecular cluster, C21H42INO7PS overall from the OMol25 dataset. Energies are from ωB97M-V/def2-TZVPD.

Summary:
* maximum force: 0.8 eV/A
* net charge: +1

Geometry as XYZ:
```
74
Properties=species:S:1:pos:R:3:forces:R:3
O 1.0750 -1.8629 2.5276 -0.2 0.1 -0.3
P 1.2182 -0.2546 2.8344 -0.2 -0.2 0.3
I 2.2480 0.5044 0.7892 0.2 0.2 -0.2
C -0.5399 0.1964 2.3143 0.2 0.1 -0.4
N -1.1821 -0.4608 1.3959 0.0 -0.2 0.1
C -2.5327 -0.0116 1.0631 -0.7 -0.5 0.2
C -2.9634 0.8143 2.2720 0.2 -0.1 0.1
S -1.4158 1.4585 3.0238 -0.2 0.1 0.1
H 0.2262 -2.2241 2.8237 0.2 -0.1 0.3
H -0.7362 -1.1923 0.8510 0.0 0.0 -0.1
H -3.1811 -0.8844 0.9843 0.1 0.0 -0.1
H -2.5605 0.4398 0.0742 0.2 0.4 0.2
H -3.3667 0.1496 3.0356 -0.1 0.1 0.0
H -3.6820 1.6011 2.0689 0.1 0.1 -0.1
C -2.4112 -2.0087 -3.7084 -0.1 0.1 0.1
C -1.6876 -1.5145 -2.4927 0.0 -0.1 -0.1
O -2.2498 -1.3791 -1.4208 0.2 0.0 0.1
C -0.2228 -1.1994 -2.6553 0.0 0.0 0.1
H -3.4511 -2.2111 -3.4718 0.0 0.0 0.0
H -2.3478 -1.2598 -4.5008 0.0 0.0 0.0
H -1.9480 -2.9250 -4.0719 0.0 0.0 -0.1
H -0.0900 -0.4313 -3.4187 0.0 0.0 0.0
H 0.3132 -2.0889 -2.9899 0.0 0.0 0.0
H 0.2032 -0.8507 -1.7161 0.0 0.0 0.0
C 0.0136 -1.8298 7.7492 0.0 0.0 0.0
C 0.2857 -1.9921 6.2824 -0.2 0.1 0.2
O -0.4332 -1.4489 5.4586 0.4 -0.2 -0.3
C 1.4660 -2.8487 5.8930 -0.3 0.3 -0.1
H -0.8581 -1.2001 7.9088 0.0 0.0 0.0
H -0.1567 -2.8073 8.2037 0.0 0.0 0.0
H 0.8822 -1.3863 8.2393 0.0 0.0 0.0
H 1.3475 -3.8598 6.2829 0.0 0.0 0.0
H 2.3855 -2.4366 6.3105 0.0 0.0 0.0
H 1.5197 -2.8617 4.8131 0.2 -0.2 -0.2
C -3.6823 -0.7451 5.9578 -0.1 -0.1 0.1
C -4.1162 -0.4266 7.3717 0.0 0.0 0.0
O -4.6164 -1.2643 8.0812 0.0 0.0 0.0
C -3.8756 0.9860 7.8480 0.0 0.0 0.1
H -3.9089 -1.7861 5.7375 0.0 0.0 0.0
H -4.2131 -0.0960 5.2564 0.0 0.0 0.0
H -2.6090 -0.5777 5.8556 0.0 0.0 -0.1
H -4.4081 1.6939 7.2100 0.0 0.0 0.0
H -2.8116 1.2252 7.7915 0.0 0.0 0.0
H -4.2198 1.0925 8.8734 0.0 0.0 0.0
C -4.1019 -6.2352 -6.4672 0.1 0.0 0.0
C -4.2898 -5.2278 -5.3622 0.0 0.0 0.0
O -3.3582 -4.8256 -4.7016 0.0 0.0 0.0
C -5.6989 -4.7468 -5.1200 0.0 0.0 0.1
H -3.0526 -6.5066 -6.5474 0.0 0.0 0.0
H -4.6964 -7.1274 -6.2632 0.0 0.0 0.0
H -4.4473 -5.8199 -7.4155 0.0 0.0 0.0
H -6.3447 -5.5915 -4.8745 0.0 0.0 0.0
H -6.0955 -4.2821 -6.0243 0.0 0.0 0.0
H -5.7140 -4.0295 -4.3031 0.0 0.0 0.0
C 5.4913 3.3156 -2.8376 -0.1 -0.1 0.0
C 4.9606 2.6862 -1.5805 0.1 0.1 0.0
O 4.0927 1.8388 -1.6021 -0.2 -0.1 0.1
C 5.5623 3.1673 -0.2837 -0.1 -0.1 0.0
H 4.9901 2.8902 -3.7043 0.0 0.0 0.0
H 5.3293 4.3945 -2.8186 0.1 0.0 0.0
H 6.5663 3.1435 -2.9150 0.0 0.1 0.0
H 5.4094 4.2427 -0.1800 0.0 0.0 0.0
H 6.6385 2.9876 -0.2834 0.0 0.0 0.0
H 5.1067 2.6486 0.5569 0.0 0.0 0.0
C 4.5280 5.7910 -6.1659 0.0 0.0 0.1
C 5.6857 6.3361 -5.3657 0.0 0.0 0.0
O 5.6669 6.3590 -4.1562 0.0 0.0 0.0
C 6.8660 6.8510 -6.1499 0.0 0.0 0.1
H 3.7411 5.4527 -5.4962 0.0 0.0 0.0
H 4.1361 6.5637 -6.8294 0.0 0.0 0.0
H 4.8628 4.9604 -6.7900 0.0 0.0 0.0
H 6.5508 7.6581 -6.8133 0.0 0.0 0.0
H 7.2774 6.0547 -6.7727 0.0 0.0 0.0
H 7.6312 7.2158 -5.4697 0.0 0.0 0.0
```
Forces are in eV/Å.

# 3
Here is C21H43AsN2S6Si3Ti as an isolated structure from the OMol25 dataset. Energies are from ωB97M-V/def2-TZVPD.

Summary:
* maximum force: 0.5 eV/A
* net charge: 0
* ΔE to the lowest compared entry with this formula, charge and spin: 0.287 eV

Geometry as XYZ:
```
77
Properties=species:S:1:pos:R:3:forces:R:3
Ti 0.6487 0.0327 0.6885 0.0 -0.2 0.4
C -1.1410 -2.8788 -2.8301 0.0 0.0 0.1
C -2.5664 -2.9311 -2.2901 0.0 0.0 0.0
S -2.7558 -2.5444 -0.5286 0.0 0.0 0.0
C -3.1150 -0.7717 -0.5801 0.0 -0.1 0.1
C -3.3394 -0.2180 0.8142 0.0 0.0 0.0
S -1.8382 0.1381 1.7896 0.1 -0.1 0.0
C -1.7969 -1.2270 2.9995 0.0 0.0 0.0
C -0.7594 -2.2683 2.6329 0.0 0.1 0.0
S 0.8584 -1.4574 2.4996 0.0 0.2 -0.2
C 1.0029 -1.5841 -0.6582 -0.1 0.2 0.0
C 1.1203 -1.3897 -2.1625 0.0 -0.1 0.0
S -0.4740 -1.1956 -2.9967 -0.2 -0.1 0.0
H -1.1168 -3.3583 -3.8105 0.0 0.0 0.0
H -0.4788 -3.4386 -2.1696 0.0 0.0 0.0
H -2.9453 -3.9486 -2.3991 0.0 0.0 0.0
H -3.2372 -2.2862 -2.8614 0.0 0.0 0.0
H -4.0245 -0.6200 -1.1660 0.0 0.0 0.1
H -2.2935 -0.2476 -1.0684 0.0 0.0 0.0
H -3.9513 -0.8880 1.4185 0.0 0.0 0.0
H -3.8732 0.7274 0.7447 0.0 0.0 0.0
H -2.8095 -1.6269 3.0736 0.0 0.0 0.0
H -1.5379 -0.7621 3.9493 0.0 0.0 0.0
H -1.0254 -2.7819 1.7104 0.0 0.0 0.0
H -0.6880 -3.0108 3.4296 0.0 0.0 0.0
H 0.0765 -2.1308 -0.4146 0.0 0.1 0.0
H 1.8185 -2.2002 -0.2814 0.0 0.0 0.0
H 1.6371 -2.2253 -2.6414 0.0 0.0 0.0
H 1.6927 -0.4948 -2.4184 0.0 0.0 0.0
S 1.3079 1.8884 2.1445 0.1 -0.1 -0.1
C 2.9496 2.2647 1.7923 0.1 -0.2 0.1
C 3.5413 3.3715 2.4840 0.0 -0.1 0.1
N 3.9819 4.2728 3.0457 0.0 0.0 0.0
C 3.6420 1.5327 0.8881 -0.1 0.0 0.0
S 2.8767 0.1893 0.0900 0.2 0.1 0.0
C 5.0002 1.8184 0.5454 0.0 0.0 0.0
N 6.0850 2.0353 0.2300 0.0 0.0 0.0
C -2.3589 3.9181 -3.5220 0.0 0.0 0.0
Si -2.4514 2.4946 -2.3060 0.1 0.0 0.0
C -3.1779 1.1135 -3.3471 0.1 -0.1 -0.1
C -3.6582 2.9116 -0.9184 0.0 0.0 0.0
As -0.3382 2.1055 -1.2263 -0.1 0.1 -0.1
Si -0.2110 4.1805 0.0127 0.1 0.0 0.0
C 1.6081 4.5925 0.2051 -0.1 0.0 -0.1
C -1.1525 3.9944 1.6247 -0.1 0.0 0.0
C -1.0167 5.6830 -0.7865 0.0 -0.1 0.0
Si 1.1466 2.5727 -3.0728 -0.1 0.0 0.0
C 1.0432 4.3724 -3.5993 0.0 -0.1 0.0
C 0.6315 1.4903 -4.5134 0.1 0.1 0.0
C 2.9360 2.2341 -2.6845 0.0 0.0 0.0
H -3.3844 4.1452 -3.8304 0.0 0.0 0.0
H -1.8083 3.6254 -4.4167 0.0 0.0 0.0
H -1.9161 4.8270 -3.1268 0.0 0.0 0.0
H -4.1641 1.4639 -3.6706 0.0 0.0 0.0
H -3.3019 0.1587 -2.8463 0.0 0.1 -0.1
H -2.5819 0.9404 -4.2439 0.0 0.0 0.0
H -3.8702 3.9818 -0.9019 0.0 0.0 0.0
H -3.2729 2.6474 0.0667 0.0 0.0 0.0
H -4.6087 2.3934 -1.0682 0.0 0.0 0.0
H 2.2579 3.7319 0.0533 -0.1 0.1 -0.1
H 1.8081 4.9803 1.2068 0.0 0.0 0.0
H 1.8954 5.3624 -0.5126 0.0 0.0 0.0
H -1.2342 2.9740 1.9935 0.0 0.0 0.0
H -2.1586 4.4026 1.5042 0.0 0.0 0.0
H -0.6418 4.5764 2.3963 0.0 0.0 0.0
H -0.5679 6.0182 -1.7188 0.0 0.0 0.0
H -0.8819 6.4869 -0.0538 0.0 0.0 0.0
H -2.0892 5.5663 -0.9378 0.0 0.0 0.0
H 0.2091 4.5563 -4.2746 0.0 0.0 0.0
H 1.9682 4.6089 -4.1327 0.0 0.0 0.0
H 0.9686 5.0666 -2.7687 0.0 0.0 0.1
H -0.4475 1.4355 -4.6513 0.0 0.0 0.0
H 0.9974 0.4682 -4.4049 0.0 0.1 -0.1
H 1.0647 1.9070 -5.4275 0.0 0.0 0.0
H 3.3054 2.8164 -1.8390 0.0 0.0 0.0
H 3.5069 2.5375 -3.5681 0.0 0.0 0.0
H 3.1493 1.1853 -2.4865 0.0 0.0 0.0
```
Forces are in eV/Å.

| no. | E (eV) |
| --- | --- |
| 1 | -1160115.4266 |
| 2 | -66500.5391 |
| 3 | -198057.2535 |